{
  "formula": "C38H30IrN10O4S4Se",
  "method": "ωB97M-V/def2-TZVPD",
  "homo_energy_ev": [-7.31, -8.19],
  "fmax_ev_per_a": 0.5,
  "multiplicity": 6,
  "de_lowest_kj_mol": 99.5,
  "total_energy_ev": -174507.1367,
  "symbols": ["Ir", "C", "N", "C", "C", "N", "C", "S", "C", "C", "C", "C", "C", "N", "H", "H", "H", "H", "H", "H", "H", "H", "H", "S", "C", "C", "C", "C", "N", "C", "C", "C", "S", "C", "N", "H", "H", "N", "C", "C", "C", "C", "C", "C", "C", "N", "C", "C", "N", "C", "H", "H", "H", "H", "H", "H", "H", "C", "C", "C", "C", "C", "C", "C", "S", "O", "O", "N", "C", "C", "C", "O", "O", "H", "H", "H", "H", "H", "H", "H", "H", "H", "H", "H", "H", "Se", "C", "N"],
  "coordinates": [[-1.2859, 0.8221, -1.1316], [-6.0720, 2.3437, -3.3723], [-5.2917, 1.1631, -3.7048], [-5.6426, 0.2072, -4.6320], [-4.6706, -0.7122, -4.6410], [-3.7056, -0.3264, -3.7033], [-4.1004, 0.8621, -3.1398], [-3.4220, 1.9072, -2.0016], [-2.5501, -1.1455, -3.4849], [-2.6212, -2.4821, -3.8525], [-1.4758, -3.2565, -3.7850], [-0.2883, -2.6779, -3.3786], [-0.3215, -1.3569, -2.9797], [-1.4397, -0.6086, -2.9896], [-6.9858, 2.3184, -3.9594], [-5.5060, 3.2438, -3.6052], [-6.3105, 2.3427, -2.3106], [-6.5417, 0.2776, -5.2164], [-4.5576, -1.5729, -5.2681], [-3.5518, -2.9325, -4.1573], [-1.5196, -4.3044, -4.0502], [0.6308, -3.2407, -3.3057], [0.5701, -0.8767, -2.5914], [2.0879, 2.4014, -1.1845], [1.1037, 3.8265, -1.2240], [1.2471, 4.9499, -0.4176], [0.3282, 5.9879, -0.5179], [0.4128, 7.0717, 0.4224], [0.4678, 7.8917, 1.2262], [-0.7186, 5.9303, -1.4495], [-0.8611, 4.8013, -2.2528], [0.0252, 3.7490, -2.1142], [-0.1013, 2.2033, -2.9309], [-1.6951, 6.9783, -1.5293], [-2.4811, 7.8157, -1.5811], [2.0463, 5.0109, 0.3100], [-1.6845, 4.7353, -2.9516], [3.3670, 5.2722, 7.4753], [2.7037, 4.9808, 6.5837], [1.8744, 4.6119, 5.4677], [1.9302, 3.3173, 4.9578], [1.1336, 2.9582, 3.8882], [0.2785, 3.8971, 3.3211], [0.2214, 5.1911, 3.8214], [1.0188, 5.5461, 4.8947], [-0.5328, 3.5345, 2.2116], [-1.6371, 4.2144, 1.7273], [-2.0519, 3.5313, 0.6371], [-1.2139, 2.4562, 0.4296], [-0.3258, 2.4777, 1.3982], [2.5921, 2.5900, 5.4068], [1.1662, 1.9422, 3.5225], [-0.4111, 5.9391, 3.3658], [0.9850, 6.5553, 5.2806], [-2.0345, 5.0970, 2.1928], [-2.8841, 3.7471, -0.0097], [0.4674, 1.7610, 1.4922], [3.9735, -8.8326, 3.1632], [3.6668, -7.8003, 2.1138], [4.6227, -6.8573, 1.7397], [4.3531, -5.9194, 0.7589], [3.1078, -5.9218, 0.1448], [2.1384, -6.8453, 0.5018], [2.4265, -7.7805, 1.4837], [2.7683, -4.7187, -1.0960], [3.8405, -4.6669, -2.0465], [1.4299, -4.9721, -1.5793], [2.8516, -3.3328, -0.2278], [1.7839, -3.1224, 0.7664], [1.7022, -1.6433, 1.1302], [1.2621, -0.7943, -0.0534], [1.8691, -0.8736, -1.1242], [0.2481, -0.0338, 0.1654], [4.8217, -8.5322, 3.7768], [4.2187, -9.7913, 2.7018], [3.1170, -8.9934, 3.8179], [5.5924, -6.8620, 2.2226], [5.0970, -5.1916, 0.4626], [1.1757, -6.8219, 0.0102], [1.6739, -8.5068, 1.7669], [2.8510, -2.5399, -0.8832], [2.0177, -3.7027, 1.6601], [0.8145, -3.4625, 0.3861], [2.6885, -1.2943, 1.4490], [0.9977, -1.5136, 1.9509], [-2.2711, -0.6746, 2.9579], [-2.4551, -0.5388, 1.2226], [-2.5488, -0.4279, 0.0483]],
  "mulliken_spin": [2.552, 0.009, 0.009, -0.001, 0.004, 0.012, 0.010, 0.215, 0.042, -0.009, 0.012, -0.002, 0.006, 0.080, 0.001, -0.002, 0.000, 0.000, 0.001, 0.001, 0.000, 0.000, 0.023, 0.785, 0.062, -0.043, 0.019, -0.010, 0.008, 0.000, 0.001, 0.050, 0.523, -0.003, -0.005, -0.019, -0.013, 0.000, 0.000, 0.000, 0.001, -0.001, 0.000, 0.001, 0.000, 0.003, -0.011, -0.012, 0.212, -0.038, 0.000, 0.003, 0.000, 0.000, 0.000, 0.004, 0.005, 0.000, 0.000, 0.000, 0.000, 0.000, 0.000, 0.000, 0.000, 0.000, 0.000, 0.000, 0.003, 0.003, -0.001, 0.020, 0.175, 0.000, 0.000, 0.000, 0.000, 0.000, 0.000, 0.000, 0.000, 0.000, 0.000, 0.000, 0.002, 0.137, 0.085, 0.089]
}

=====

{
  "formula": "C4H14N2",
  "method": "ωB97M-V/def2-TZVPD",
  "smiles": "CCN.CCN",
  "homo_energy_ev": -8.86,
  "fmax_ev_per_a": 0.8,
  "de_lowest_kj_mol": 35.6,
  "total_energy_ev": -7354.7483,
  "symbols": ["C", "C", "N", "H", "H", "H", "H", "H", "H", "H", "C", "C", "N", "H", "H", "H", "H", "H", "H", "H"],
  "coordinates": [[1.1317, 0.3528, -4.3385], [2.0692, -0.8223, -4.1029], [2.1039, -1.2415, -2.7259], [0.1419, 0.1684, -3.9309], [1.0693, 0.6255, -5.3905], [1.5113, 1.2407, -3.8304], [3.0723, -0.5284, -4.4094], [1.7993, -1.6464, -4.7684], [1.4898, -1.9728, -2.4176], [2.9744, -1.2584, -2.2293], [-0.9451, 0.9774, 4.4356], [-2.1803, 0.1749, 4.0523], [-2.5378, 0.3710, 2.6649], [-0.0509, 0.5465, 3.9939], [-0.8384, 1.0048, 5.5269], [-1.0227, 2.0204, 4.1317], [-2.9948, 0.5276, 4.6869], [-1.9817, -0.8678, 4.3232], [-1.8366, 0.7707, 2.0642], [-2.9746, -0.4431, 2.2643]],
  "mulliken_charge": [-1.041, -0.245, -0.477, 0.293, 0.310, 0.271, 0.297, 0.247, 0.167, 0.178, -1.183, -0.139, -0.505, 0.325, 0.333, 0.336, 0.211, 0.228, 0.200, 0.193]
}

=====

{
  "formula": "C22H21N6O11P2SeTc",
  "method": "ωB97M-V/def2-TZVPD",
  "homo_energy_ev": [-2.65, -4.41],
  "fmax_ev_per_a": 16.3,
  "multiplicity": 4,
  "de_lowest_kj_mol": 1745.9,
  "total_energy_ev": -140715.9832,
  "charge": -1,
  "symbols": ["Tc", "O", "C", "O", "C", "C", "C", "C", "C", "C", "O", "N", "O", "O", "N", "O", "O", "H", "H", "C", "P", "C", "C", "C", "C", "C", "C", "C", "P", "C", "C", "H", "H", "H", "H", "H", "H", "H", "H", "H", "H", "H", "H", "H", "H", "H", "H", "O", "O", "N", "O", "O", "Se", "N", "C", "C", "C", "C", "N", "C", "N", "H", "H", "H"],
  "coordinates": [[0.6873, -0.5970, 0.1429], [0.0498, -0.5940, 4.1035], [-0.1582, -0.6031, 2.8366], [0.7590, -0.5970, 1.9597], [-1.6268, -0.6273, 2.3897], [-2.6138, -0.6507, 3.4115], [-3.9694, -0.6770, 3.0993], [-4.3798, -0.6843, 1.7739], [-3.3974, -0.6605, 0.7716], [-1.9978, -0.6272, 1.0078], [-1.1331, -0.5970, 0.0712], [-3.9161, -0.6700, -0.5946], [-4.1735, -1.7786, -1.1019], [-4.3003, 0.4183, -1.0652], [-4.9728, -0.6976, 4.1656], [-6.1702, -0.7458, 3.8325], [-4.5940, -0.6651, 5.3463], [-2.2778, -0.6473, 4.4477], [-5.4292, -0.7062, 1.4988], [1.2531, 3.4425, 0.1789], [0.6873, 1.7018, 0.1975], [-0.3277, 1.6973, 1.7220], [-0.5906, 1.6692, -1.1232], [-1.6008, 2.6528, -1.1352], [-2.5967, 2.6620, -2.1101], [-2.6045, 1.6841, -3.0928], [-1.6164, 0.6979, -3.1014], [-0.5951, 0.6665, -2.1320], [0.6873, -0.6516, -2.1669], [0.1923, -1.8181, -3.4833], [2.0422, 0.2303, -3.0425], [0.4453, 4.1582, 0.3533], [1.7210, 3.6830, -0.7806], [2.0029, 3.5975, 0.9610], [-1.0380, 2.5276, 1.7625], [0.3197, 1.7729, 2.6012], [-0.8910, 0.7627, 1.8040], [-1.6325, 3.4300, -0.3761], [-3.3656, 3.4295, -2.0965], [-3.3802, 1.6817, -3.8538], [-1.6716, -0.0464, -3.8894], [0.1018, -1.3370, -4.4618], [-0.7587, -2.3027, -3.2432], [0.9459, -2.6062, -3.5803], [1.6987, 0.6615, -3.9878], [2.8592, -0.4632, -3.2637], [2.4517, 1.0381, -2.4297], [1.6615, 0.3772, 1.1171], [1.7162, -4.3081, -0.1579], [1.7186, -3.0659, -0.1586], [2.7524, -2.4470, -0.4608], [0.6873, -2.4427, 0.1429], [3.8636, -3.1022, 2.8940], [5.1687, -2.2701, 1.9802], [4.6554, -1.4355, 1.0637], [5.4130, -0.6498, 0.2009], [4.7378, 0.1765, -0.7065], [3.3300, 0.1897, -0.7210], [2.6233, -0.5970, 0.1429], [3.2856, -1.3966, 1.0210], [2.6682, -2.1978, 1.9009], [6.4929, -0.6744, 0.2279], [5.2948, 0.8004, -1.3917], [2.8028, 0.8260, -1.4198]],
  "mulliken_spin": [0.441, 0.089, 0.020, 0.060, 0.042, 0.002, 0.003, 0.000, -0.005, 0.025, -0.014, -0.001, 0.000, 0.000, 0.000, 0.001, 0.001, 0.001, 0.000, 0.007, 0.116, 0.089, 0.062, 0.000, 0.004, -0.004, 0.015, -0.015, -0.027, -0.002, 0.004, 0.001, -0.005, 0.002, 0.002, 0.008, -0.076, 0.001, 0.001, 0.000, -0.001, -0.001, 0.002, -0.001, 0.002, 0.003, 0.001, 0.806, -0.006, 0.005, 0.026, 0.055, 0.241, 0.239, -0.040, 0.257, -0.063, 0.267, 0.247, -0.054, 0.155, 0.003, 0.005, 0.001]
}

=====

{
  "formula": "C3H5NO2",
  "method": "ωB97M-V/def2-TZVPD",
  "smiles": "[H]/N=C1/COC1=O.[H][H]",
  "homo_energy_ev": -10.58,
  "fmax_ev_per_a": 0.8,
  "de_lowest_kj_mol": 251.2,
  "total_energy_ev": -8775.0908,
  "symbols": ["H", "N", "C", "C", "O", "C", "O", "H", "H", "H", "H"],
  "coordinates": [[-0.6905, 2.1310, -0.6435], [-0.0282, 1.3670, -0.8017], [-0.0219, 0.5839, 0.1784], [0.7053, -0.6956, 0.5279], [-0.0295, -0.7329, 1.7880], [-0.7152, 0.4218, 1.5278], [-1.5287, 0.9837, 2.1894], [0.4707, -1.5594, -0.0966], [1.7797, -0.6074, 0.6987], [0.0433, -0.5911, -2.5715], [0.0150, -1.3010, -2.7968]],
  "mulliken_charge": [0.270, -0.609, 0.302, -0.231, -0.320, 0.636, -0.520, 0.252, 0.223, -0.144, 0.141]
}

=====

{
  "formula": "C17H24HgN4O5",
  "method": "ωB97M-V/def2-TZVPD",
  "homo_energy_ev": [-6.79, -6.79],
  "fmax_ev_per_a": 5.2,
  "de_lowest_kj_mol": 134.0,
  "total_energy_ev": -38386.2027,
  "symbols": ["O", "H", "Hg", "N", "N", "O", "O", "C", "C", "C", "C", "H", "H", "H", "H", "H", "H", "H", "H", "O", "H", "H", "C", "H", "H", "H", "O", "H", "H", "C", "C", "N", "C", "C", "C", "C", "C", "C", "C", "C", "C", "N", "C", "H", "H", "H", "H", "H", "H", "H", "H"],
  "coordinates": [[-5.3215, -3.7062, -1.0541], [-4.5900, -4.4038, -0.7939], [-0.2338, -1.7756, -0.2504], [-0.0517, 0.2577, -1.1873], [-2.6679, -0.8347, -1.5710], [1.1830, 0.8679, -1.1045], [-3.8566, -1.2657, -1.7305], [-0.9014, 0.8942, -1.9853], [-2.2601, 0.3708, -2.0923], [-0.5391, 2.0791, -2.7946], [-3.3573, 1.0146, -2.8495], [0.5334, 2.2219, -2.8141], [-1.0164, 2.9736, -2.3907], [-0.9254, 1.9699, -3.8074], [-4.2350, 1.1964, -2.2013], [-3.6873, 0.2934, -3.6161], [-3.1032, 1.9429, -3.3611], [1.3910, 0.9403, -0.0632], [-4.8396, -2.9700, -0.4893], [-1.0478, -0.0932, 1.8796], [-0.7415, 0.8239, 1.6883], [-2.0123, 0.0145, 2.1091], [-0.4932, -3.6503, 0.2217], [-1.3119, -3.5772, 0.9525], [-0.9563, -3.9772, -0.7578], [0.3993, -4.2357, 0.5460], [3.4677, 0.5201, -2.7356], [2.6905, 0.5736, -2.1951], [3.8230, -0.3926, -2.8457], [1.6227, 3.5110, 2.4960], [1.4230, 2.7451, 1.3448], [1.5858, 1.4080, 1.3417], [1.9858, 0.7531, 2.4560], [2.2066, 1.4697, 3.6702], [2.0154, 2.8641, 3.6571], [2.6111, 0.7504, 4.8400], [2.8015, -0.6163, 4.8218], [2.6141, -1.3800, 3.6267], [2.7711, -2.7814, 3.5524], [2.5839, -3.4429, 2.3510], [2.2223, -2.6743, 1.2414], [1.9688, -1.3668, 1.3129], [2.1949, -0.6931, 2.4433], [1.4939, 4.5845, 2.4360], [1.1448, 3.1891, 0.3841], [2.1781, 3.4038, 4.5838], [2.7665, 1.3274, 5.7567], [3.1015, -1.1657, 5.7235], [3.0281, -3.3107, 4.4594], [2.6841, -4.5151, 2.2225], [2.0538, -3.1401, 0.2675]],
  "mulliken_charge": [-0.617, 0.304, 1.012, 0.039, 0.058, -0.821, -0.665, 0.533, 0.278, -1.606, -1.236, 0.391, 0.309, 0.447, 0.289, 0.295, 0.368, 0.800, 0.294, -0.561, 0.247, 0.287, -1.198, 0.298, 0.372, 0.302, -0.694, 0.455, 0.298, -0.888, -0.209, -0.256, -0.400, 1.305, -0.551, -1.004, -0.832, 1.340, -0.602, -0.926, -1.023, -0.480, 0.182, 0.401, 0.397, 0.424, 0.350, 0.351, 0.408, 0.416, 1.320]
}

=====

{
  "formula": "C20H8CuN6S2Se5",
  "method": "ωB97M-V/def2-TZVPD",
  "homo_energy_ev": [-1.09, -0.81],
  "fmax_ev_per_a": 2.4,
  "multiplicity": 2,
  "total_energy_ev": -422855.0986,
  "charge": -2,
  "symbols": ["Cu", "S", "C", "C", "C", "C", "N", "C", "C", "C", "S", "C", "N", "H", "H", "Se", "Se", "Se", "Se", "Se", "N", "C", "C", "C", "C", "C", "N", "C", "C", "N", "C", "C", "C", "C", "C", "N", "H", "H", "H", "H", "H", "H"],
  "coordinates": [[4.0847, -15.9097, 6.5868], [3.2266, -17.5467, 5.2212], [4.1951, -16.7715, 3.9989], [3.6398, -16.7289, 2.7091], [4.2727, -16.0784, 1.6637], [3.7464, -16.1657, 0.3328], [3.3263, -16.2844, -0.7276], [5.4924, -15.4279, 1.9021], [6.0224, -15.3964, 3.1666], [5.4228, -16.0590, 4.2503], [6.2120, -15.8429, 5.7827], [6.1643, -14.7562, 0.8345], [6.6988, -14.2877, -0.0750], [2.6849, -17.2146, 2.5716], [6.9232, -14.8119, 3.3598], [1.4487, -14.1200, 5.5607], [0.5824, -13.7627, 3.5483], [3.8771, -11.6981, 3.8351], [3.5630, -12.9194, 5.6669], [5.2374, -19.5149, 13.1941], [6.0577, -18.1253, 12.3940], [5.2592, -17.6749, 11.5083], [5.5430, -16.5068, 10.6174], [6.7864, -15.9148, 10.6128], [6.9870, -14.8268, 9.8078], [5.9327, -14.3428, 9.0252], [4.7300, -14.9511, 9.0031], [4.5535, -16.0098, 9.7688], [3.2445, -16.7535, 9.5962], [2.4499, -16.3099, 8.6252], [1.3250, -16.9966, 8.3405], [0.9955, -18.1681, 9.0402], [1.8542, -18.6217, 10.0103], [2.9864, -17.8993, 10.3352], [3.9314, -18.3346, 11.3926], [3.7364, -19.2978, 12.2074], [7.5962, -16.3499, 11.1624], [7.9548, -14.3387, 9.6793], [6.0833, -13.4645, 8.3971], [0.6966, -16.6344, 7.5193], [0.1272, -18.7392, 8.7567], [1.6622, -19.5648, 10.5012]],
  "mulliken_spin": [0.026, 0.005, 0.002, 0.006, -0.008, -0.002, 0.000, 0.001, -0.003, -0.002, 0.002, 0.000, 0.000, 0.002, -0.001, 0.304, 0.279, 0.170, 0.218, 0.000, 0.000, 0.000, -0.003, 0.002, -0.001, 0.000, -0.001, 0.001, -0.002, 0.001, 0.002, 0.001, 0.000, 0.001, -0.001, 0.000, 0.000, 0.000, 0.002, -0.001, 0.000, 0.000]
}

=====

{
  "formula": "CH5PS3",
  "method": "ωB97M-V/def2-TZVPD",
  "homo_energy_ev": [-7.34, -7.34],
  "fmax_ev_per_a": 2.3,
  "de_lowest_kj_mol": 339.3,
  "total_energy_ev": -42909.8902,
  "symbols": ["C", "P", "S", "S", "S", "H", "H", "H", "H", "H"],
  "coordinates": [[-0.2994, -0.4528, 1.4577], [-1.1652, -0.7804, -1.2905], [-1.6596, -2.2385, -2.7129], [2.2380, 1.0599, -1.0974], [-0.4151, -1.9181, 0.2836], [-0.4603, 0.4440, 0.8060], [0.6790, -0.1485, 1.7963], [-1.0959, -0.3897, 2.2261], [-2.8100, -1.5713, -3.0365], [1.9551, 1.8105, -0.0482]],
  "mulliken_charge": [-0.708, 0.342, -0.220, -0.495, 0.029, 0.164, 0.337, 0.339, 0.188, 0.023]
}

=====

Copy entry 2 word for word.
{
  "formula": "C4H14N2",
  "method": "ωB97M-V/def2-TZVPD",
  "smiles": "CCN.CCN",
  "homo_energy_ev": -8.86,
  "fmax_ev_per_a": 0.8,
  "de_lowest_kj_mol": 35.6,
  "total_energy_ev": -7354.7483,
  "symbols": ["C", "C", "N", "H", "H", "H", "H", "H", "H", "H", "C", "C", "N", "H", "H", "H", "H", "H", "H", "H"],
  "coordinates": [[1.1317, 0.3528, -4.3385], [2.0692, -0.8223, -4.1029], [2.1039, -1.2415, -2.7259], [0.1419, 0.1684, -3.9309], [1.0693, 0.6255, -5.3905], [1.5113, 1.2407, -3.8304], [3.0723, -0.5284, -4.4094], [1.7993, -1.6464, -4.7684], [1.4898, -1.9728, -2.4176], [2.9744, -1.2584, -2.2293], [-0.9451, 0.9774, 4.4356], [-2.1803, 0.1749, 4.0523], [-2.5378, 0.3710, 2.6649], [-0.0509, 0.5465, 3.9939], [-0.8384, 1.0048, 5.5269], [-1.0227, 2.0204, 4.1317], [-2.9948, 0.5276, 4.6869], [-1.9817, -0.8678, 4.3232], [-1.8366, 0.7707, 2.0642], [-2.9746, -0.4431, 2.2643]],
  "mulliken_charge": [-1.041, -0.245, -0.477, 0.293, 0.310, 0.271, 0.297, 0.247, 0.167, 0.178, -1.183, -0.139, -0.505, 0.325, 0.333, 0.336, 0.211, 0.228, 0.200, 0.193]
}

=====

Q: Which formula does entry 1 have?
A: C38H30IrN10O4S4Se